{
  "formula": "C12H16ClF5FeO4P2",
  "method": "ωB97M-V/def2-TZVPD",
  "largest_force_ha_per_bohr": 0.0541,
  "charge": 1,
  "homo_ev": [-13.47, -13.45],
  "multiplicity": 2,
  "total_energy_ha": -3673.26633,
  "relative_energy_kcal_mol": 0.0,
  "elements": ["H", "C", "F", "F", "H", "O", "C", "H", "C", "C", "C", "Fe", "F", "F", "H", "H", "H", "H", "C", "Cl", "H", "C", "F", "C", "H", "H", "C", "H", "H", "H", "O", "C", "O", "C", "O", "P", "H", "C", "P", "H", "H"],
  "positions_angstrom": [[2.62100, -1.54990, -1.52684], [-2.20165, -4.51926, -2.03030], [-0.83153, 1.59838, 3.03954], [1.15574, 1.44536, 3.89172], [-3.00649, -2.33204, 2.36291], [-1.10866, 1.75241, -0.22008], [0.60401, 0.08342, 2.01719], [-1.25401, -2.53385, 2.53028], [-2.05027, -1.80711, 2.38685], [-3.35326, 0.13118, 0.79742], [-2.10946, -2.28294, -0.39864], [0.09287, 0.06276, 0.18560], [0.88047, 2.40715, 1.96878], [1.91020, 0.01419, 1.49051], [2.40311, -2.67650, 1.17195], [0.88196, -3.42958, 1.67978], [-2.04789, -1.10012, 3.21553], [-2.24388, -5.39287, -2.66618], [-0.92463, -2.89296, -0.81619], [-1.26423, 1.47132, -1.67796], [1.77002, -4.08406, 0.28869], [1.49827, -3.17149, 0.82065], [0.48588, -0.92619, 2.89214], [-3.37626, -3.88864, -1.64369], [-3.57961, 0.51713, -0.19403], [-4.26073, -2.29327, -0.51841], [0.47044, 1.41733, 2.75997], [-3.16195, 0.96907, 1.46797], [-4.19630, -0.44675, 1.17801], [-4.32902, -4.27050, -1.98445], [-2.61732, 1.54681, -2.04881], [-0.97197, -4.02463, -1.62088], [-0.77861, 0.05799, -1.73379], [1.66607, -2.00568, -1.79224], [-0.41138, 2.29289, -2.43243], [-1.90502, -0.94378, 0.79660], [-0.06251, -4.51165, -1.94988], [-3.33794, -2.77179, -0.82057], [0.61163, -2.08071, -0.31809], [1.17979, -1.40837, -2.56182], [1.85813, -3.00717, -2.17856]]
}